C5H15N3 | ωB97M-V/def2-TZVPD

Last column: natural (NBO) charge in e.
Element x y z (Å)
C: -2.335626 0.044632 1.049446  -0.63
C: -1.822776 -0.105578 -0.370593  -0.01
N: -1.708167 1.165625 -1.058681  -0.86
C: -0.246765 -0.880483 -0.486603  -0.41
C: 0.717762 -0.023947 0.212289  -0.07
N: 0.753163 -0.158636 1.624758  -0.85
C: 2.233098 -0.543934 -0.583618  -0.23
N: 3.196846 0.522345 -0.695146  -0.84
H: -1.665556 0.681294 1.625550  0.23
H: -2.405888 -0.925960 1.537663  0.21
H: -3.328290 0.506441 1.065203  0.20
H: -2.471194 -0.803196 -0.925417  0.16
H: -2.338787 1.873383 -0.700346  0.36
H: -1.888496 1.076554 -2.054838  0.36
H: -0.085577 -0.901511 -1.561918  0.21
H: -0.342345 -1.867304 -0.039912  0.20
H: 0.579907 1.029005 -0.045489  0.20
H: 1.317568 0.537079 2.092905  0.37
H: 0.851327 -1.114202 1.943255  0.37
H: 2.638411 -1.312508 0.078936  0.17
H: 2.127157 -0.997796 -1.569835  0.18
H: 3.352556 0.965618 0.205046  0.35
H: 2.871671 1.233080 -1.342656  0.35

Cartesian forces (eV/Å) of the 3 atoms listed first:
0.20 0.24 -0.18
1.86 -1.88 -0.61
-0.04 0.26 -0.20

Values from the calculation:
2S+1: 1
E_HOMO, eV: -7.5
Kohn-Sham gap, eV: 8.654